No. 1
{"formula": "C28H54Cl10CrN2O8", "method": "ωB97M-V/def2-TZVPD", "species": ["Cr", "C", "O", "C", "C", "N", "H", "H", "C", "C", "O", "C", "H", "H", "H", "H", "H", "H", "H", "H", "H", "H", "H", "H", "H", "H", "C", "O", "C", "C", "N", "H", "H", "C", "C", "O", "C", "H", "H", "H", "H", "H", "H", "H", "H", "H", "H", "H", "H", "H", "H", "C", "C", "C", "O", "C", "C", "C", "O", "O", "O", "H", "H", "Cl", "C", "C", "Cl", "H", "H", "H", "H", "Cl", "C", "C", "Cl", "H", "H", "H", "H", "Cl", "C", "C", "Cl", "H", "H", "H", "H", "Cl", "C", "C", "Cl", "H", "H", "H", "H", "Cl", "C", "C", "Cl", "H", "H", "H", "H"], "coordinates": [[-0.2195, 2.1289, -5.2748], [-0.9871, -3.0741, -3.5443], [-0.5512, -3.3048, -2.1788], [-1.5556, -3.1169, -1.2132], [-1.0680, -3.8281, 0.0387], [0.2704, -3.3201, 0.4755], [0.3013, -2.2773, 0.2988], [0.3097, -3.4866, 1.4625], [1.4484, -3.9181, -0.1726], [1.6621, -5.4196, 0.1736], [1.3908, -5.4674, 1.5369], [2.1089, -6.5799, 2.1817], [-0.1689, -3.4609, -4.1568], [-1.0124, -1.9754, -3.6948], [-1.9647, -3.5036, -3.7215], [-2.5239, -3.5711, -1.4884], [-1.7182, -2.0484, -1.0407], [-1.0116, -4.8938, -0.2326], [-1.7070, -3.6870, 0.8923], [2.3214, -3.4232, 0.1863], [1.2970, -3.7747, -1.2595], [2.6763, -5.6627, -0.1013], [1.0401, -6.0913, -0.4543], [1.7535, -6.8120, 3.1903], [3.2266, -6.4277, 2.1854], [1.8045, -7.5245, 1.6950], [-0.4504, -3.7169, 3.7664], [0.0167, -2.5023, 3.1672], [0.2114, -1.4264, 4.1177], [0.3860, -0.1593, 3.3780], [-0.8342, 0.1427, 2.6049], [-0.6531, 0.7041, 1.7338], [-1.1848, -0.7041, 2.1960], [-1.9628, 0.7445, 3.3692], [-3.1772, 0.6739, 2.4126], [-3.2978, -0.7248, 2.1151], [-4.0907, -1.0064, 0.9695], [-1.4205, -3.6139, 4.2182], [0.2564, -4.0720, 4.5308], [-0.5443, -4.5259, 3.0453], [1.1327, -1.6387, 4.7222], [-0.6585, -1.4115, 4.7928], [1.1982, -0.2437, 2.6843], [0.5637, 0.6670, 4.0650], [-1.7477, 1.7782, 3.6298], [-2.1521, 0.1472, 4.2532], [-3.0161, 1.2646, 1.4911], [-4.0951, 1.0378, 2.9253], [-5.0798, -0.6035, 1.1202], [-4.2429, -2.0860, 0.9631], [-3.6566, -0.6509, 0.0317], [0.7506, -0.1528, -2.1005], [0.5992, 0.8458, -3.0542], [0.3649, 2.3585, -2.7223], [0.2403, 3.1580, -3.8484], [0.2839, 2.9192, -1.4898], [-0.0506, 1.9990, -0.4789], [0.2783, 0.2422, -0.8880], [-0.0794, -0.4411, 0.0366], [-0.5226, 2.1688, 0.6725], [0.5321, 0.6639, -4.4295], [0.7798, -1.2334, -2.2836], [0.2418, 4.0221, -1.3610], [-3.4535, 5.3249, -1.2417], [-2.5513, 5.0529, 0.2434], [-3.5279, 5.3184, 1.4315], [-3.0300, 4.2097, 2.7437], [-1.7394, 5.7839, 0.3137], [-2.1872, 4.0363, 0.3608], [-4.5736, 5.1139, 1.2739], [-3.4136, 6.3455, 1.7491], [4.1866, -2.2145, -1.6615], [4.4326, -1.0766, -3.0217], [3.7217, -1.5641, -4.2989], [4.6386, -2.9434, -5.0269], [5.4864, -0.9670, -3.1652], [4.0301, -0.1352, -2.6643], [3.7395, -0.7902, -5.0765], [2.6736, -1.8240, -4.1367], [3.0691, 4.3518, 2.5617], [2.0284, 5.8417, 2.7872], [0.8941, 5.7806, 1.7690], [-0.4426, 6.8431, 2.2602], [2.6765, 6.6748, 2.6066], [1.7466, 5.8543, 3.8177], [0.5040, 4.7650, 1.7053], [1.3047, 6.0046, 0.7775], [5.3819, 2.0922, -1.5531], [4.2429, 2.3848, -0.2175], [3.8676, 1.1357, 0.5049], [5.1275, 0.5606, 1.6007], [3.3654, 2.8340, -0.6754], [4.6749, 3.1068, 0.4346], [3.6424, 0.3182, -0.1899], [2.9550, 1.3014, 1.0801], [-2.7457, 1.6780, -6.0671], [-3.5050, 2.7616, -4.8247], [-2.9670, 2.5736, -3.4044], [-2.7277, 0.8809, -2.7816], [-4.5637, 2.5657, -5.0177], [-3.3801, 3.7934, -5.1541], [-3.6367, 3.0981, -2.7072], [-1.9866, 3.0252, -3.2754]], "spin_multiplicity": 5, "fmax_ha_per_bohr": 0.099, "s2": 6.02, "e_tot_ha": -7456.5149, "e_lumo_ev": [-6.01, -6.11], "orbital_gap_ev": [7.984, 8.157], "total_charge": 2, "homo_energy_ha": [-0.51440, -0.52425]}

No. 2
{"formula": "C8H9NS2", "method": "ωB97M-V/def2-TZVPD", "species": ["C", "C", "C", "C", "C", "C", "C", "C", "N", "S", "S", "H", "H", "H", "H", "H", "H", "H", "H", "H"], "coordinates": [[0.9224, 1.9524, -2.3270], [0.8691, 3.2031, -1.6919], [0.5481, 0.8231, -1.6313], [0.2034, 3.1910, -0.4516], [-0.1085, 0.8613, -0.3540], [-0.3648, 2.1541, 0.2663], [-0.4101, -1.0009, 1.2862], [-0.6142, -2.5998, 1.3856], [-0.5517, -0.3868, 0.1176], [-1.3341, 2.5143, 1.5842], [-0.0388, -0.1803, 2.7669], [1.3264, 1.9735, -3.2861], [0.9740, 4.1376, -2.1911], [0.4818, -0.1497, -2.0884], [0.1189, 4.1168, 0.0878], [-1.6909, -2.7175, 1.6524], [0.1806, -2.9141, 2.0403], [-0.5547, -2.9993, 0.4018], [-1.2006, -0.9587, -0.4627], [-0.3197, -1.2563, 3.4895]], "spin_multiplicity": 3, "fmax_ha_per_bohr": 0.082, "s2": 2.02, "e_tot_ha": -1161.2277, "e_lumo_ev": [0.67, -1.99], "orbital_gap_ev": [6.041, 6.384], "total_charge": 0, "e_above_lowest_ev": 0.000, "homo_energy_ha": [-0.19747, -0.30791]}

No. 3
{"formula": "C34H45As3Br2CrN2O3S", "method": "ωB97M-V/def2-TZVPD", "species": ["Cr", "Br", "C", "C", "C", "Br", "C", "C", "C", "C", "N", "C", "C", "O", "H", "H", "H", "H", "C", "As", "C", "C", "C", "C", "C", "As", "C", "C", "C", "As", "C", "C", "H", "H", "H", "H", "H", "H", "H", "H", "H", "H", "H", "H", "H", "H", "H", "H", "H", "H", "H", "H", "H", "H", "H", "H", "H", "H", "H", "N", "S", "C", "C", "C", "C", "C", "C", "C", "C", "C", "C", "C", "C", "H", "H", "H", "H", "H", "H", "H", "H", "H", "H", "H", "C", "O", "C", "O", "H", "H", "H"], "coordinates": [[-0.2463, -0.4233, 0.5855], [4.6265, 0.5414, 1.1397], [3.2751, 0.4375, 2.4477], [3.6199, 0.4335, 3.7942], [2.6603, 0.2567, 4.7662], [3.1907, 0.2759, 6.5897], [1.3045, 0.0547, 4.4278], [0.2514, -0.1488, 5.3376], [-1.0226, -0.3305, 4.8482], [-1.2482, -0.3531, 3.4752], [-0.2783, -0.1868, 2.5756], [0.9760, 0.0433, 3.0505], [1.9440, 0.2986, 2.0381], [1.5128, 0.3702, 0.8249], [4.6521, 0.5700, 4.0770], [0.4447, -0.1600, 6.3976], [-1.8490, -0.4555, 5.5279], [-2.2469, -0.5089, 3.0814], [2.4552, 4.7019, -0.0056], [1.3497, 3.0805, -0.3405], [2.6309, 2.1802, -1.5248], [0.2936, 3.7702, -1.8839], [-1.1024, 4.2888, -1.5682], [-1.0186, 5.2707, -0.3950], [-2.0731, 3.1506, -1.2387], [-1.6676, 1.6711, 0.0577], [-3.5225, 1.0011, -0.0840], [-1.9282, 2.6371, 1.7487], [-1.6879, 5.0723, -2.7627], [-1.7304, 4.5175, -4.6997], [-1.8243, 2.5350, -4.7086], [0.1779, 4.6854, -5.1846], [2.8056, 5.1368, -0.9412], [3.3222, 4.4265, 0.5972], [1.8934, 5.4534, 0.5479], [2.7867, 2.7620, -2.4349], [2.2415, 1.1962, -1.7883], [3.5901, 2.0463, -1.0336], [0.2205, 2.9353, -2.5871], [0.8776, 4.5657, -2.3572], [-0.6697, 4.7625, 0.5054], [-1.9870, 5.7238, -0.1925], [-0.3139, 6.0664, -0.6298], [-2.3276, 2.6300, -2.1665], [-3.0042, 3.5858, -0.8506], [-4.2501, 1.7984, 0.0790], [-3.7009, 0.2143, 0.6471], [-3.6873, 0.5843, -1.0790], [-2.6564, 3.4410, 1.6223], [-0.9864, 3.0608, 2.1034], [-2.3056, 1.9417, 2.4995], [-1.1789, 6.0421, -2.8159], [-2.7339, 5.3031, -2.5252], [-2.8249, 2.2040, -4.4329], [-1.0924, 2.0555, -4.0633], [-1.6411, 2.2110, -5.7327], [0.5613, 5.6503, -4.8567], [0.2629, 4.6530, -6.2712], [0.7978, 3.8935, -4.7719], [-1.9354, -1.6353, 0.4141], [-2.0694, -2.6993, -0.7837], [-3.7693, -2.5266, -1.3881], [-4.8782, -2.8994, -0.6452], [-6.1366, -2.7505, -1.2049], [-6.2800, -2.2287, -2.4815], [-5.1661, -1.8354, -3.2055], [-3.9051, -1.9817, -2.6551], [-2.2469, -4.3104, 0.0282], [-1.7241, -4.4754, 1.2989], [-1.8174, -5.7136, 1.9129], [-2.4116, -6.7738, 1.2457], [-2.9090, -6.6034, -0.0374], [-2.8256, -5.3672, -0.6562], [-2.6461, -1.8001, 1.1216], [-4.7715, -3.3142, 0.3483], [-7.0066, -3.0526, -0.6436], [-7.2634, -2.1343, -2.9150], [-5.2758, -1.4220, -4.1953], [-3.0228, -1.6823, -3.1999], [-1.2415, -3.6415, 1.7923], [-1.4213, -5.8474, 2.9086], [-2.4844, -7.7371, 1.7261], [-3.3656, -7.4322, -0.5563], [-3.2129, -5.2209, -1.6535], [2.0364, -3.6957, -0.8925], [1.4125, -3.0060, 0.2101], [0.7178, -1.9455, -0.0227], [0.4280, -1.4555, -1.1181], [2.9969, -3.2264, -1.1022], [1.4015, -3.6497, -1.7767], [2.1793, -4.7217, -0.5658]], "spin_multiplicity": 4, "fmax_ha_per_bohr": 0.036, "s2": 3.81, "e_tot_ha": -14955.5918, "e_lumo_ev": [-2.89, -3.16], "orbital_gap_ev": [6.983, 6.814], "total_charge": 1, "e_above_lowest_ev": 2.018, "homo_energy_ha": [-0.36296, -0.36648]}

No. 4
{"formula": "C49H43B2NO9", "method": "ωB97M-V/def2-TZVPD", "species": ["O", "C", "C", "C", "C", "C", "C", "C", "C", "O", "C", "C", "C", "C", "C", "C", "H", "H", "H", "H", "H", "H", "H", "H", "O", "C", "C", "C", "C", "C", "C", "C", "C", "O", "C", "C", "C", "C", "C", "C", "H", "H", "H", "H", "H", "H", "H", "H", "O", "C", "C", "C", "C", "C", "C", "C", "C", "O", "C", "C", "C", "C", "C", "C", "H", "H", "H", "H", "H", "H", "H", "H", "C", "C", "O", "C", "B", "C", "C", "C", "O", "C", "B", "N", "O", "H", "H", "H", "H", "H", "H", "H", "H", "H", "H", "H", "H", "H", "H", "H", "H", "H", "H", "H"], "coordinates": [[-4.0871, -4.9701, -3.2047], [-3.3623, -5.8866, -2.8830], [-2.5259, -5.8157, -1.6498], [-2.6033, -4.6832, -0.8475], [-1.8546, -4.6075, 0.3146], [-1.0270, -5.6634, 0.6821], [-0.9375, -6.7895, -0.1180], [-1.6834, -6.8690, -1.2882], [-1.5575, -8.0855, -2.1409], [-0.7906, -8.9790, -1.8522], [-2.4114, -8.1665, -3.3616], [-2.3408, -9.3036, -4.1574], [-3.1399, -9.4099, -5.2826], [-4.0136, -8.3814, -5.6187], [-4.0816, -7.2426, -4.8346], [-3.2795, -7.1292, -3.7054], [-3.2522, -3.8694, -1.1421], [-1.9235, -3.7223, 0.9330], [-0.4479, -5.6043, 1.5950], [-0.2948, -7.6170, 0.1499], [-1.6580, -10.0950, -3.8800], [-3.0851, -10.2968, -5.9002], [-4.6414, -8.4696, -6.4957], [-4.7525, -6.4320, -5.0838], [9.0019, 4.0141, -1.6435], [8.4691, 4.9642, -1.1132], [7.3834, 4.7780, -0.1059], [6.9993, 3.4883, 0.2367], [6.0141, 3.2931, 1.1908], [5.4070, 4.3847, 1.8037], [5.7770, 5.6732, 1.4550], [6.7636, 5.8740, 0.4985], [7.1352, 7.2717, 0.1295], [6.5645, 8.2217, 0.6198], [8.2354, 7.4567, -0.8603], [8.6255, 8.7471, -1.1977], [9.6591, 8.9431, -2.0972], [10.3085, 7.8515, -2.6640], [9.9182, 6.5640, -2.3384], [8.8790, 6.3613, -1.4383], [7.4786, 2.6495, -0.2489], [5.7254, 2.2842, 1.4605], [4.6406, 4.2303, 2.5530], [5.3111, 6.5328, 1.9165], [8.1119, 9.5845, -0.7457], [9.9630, 9.9484, -2.3575], [11.1201, 8.0077, -3.3624], [10.4097, 5.7045, -2.7730], [-5.4994, 0.9839, 3.1425], [-6.3915, 1.5180, 2.5183], [-6.3052, 2.9542, 2.1256], [-5.1686, 3.6780, 2.4659], [-5.0548, 5.0047, 2.0878], [-6.0757, 5.6153, 1.3673], [-7.2151, 4.9027, 1.0354], [-7.3360, 3.5716, 1.4157], [-8.5802, 2.8292, 1.0592], [-9.4952, 3.3785, 0.4852], [-8.6551, 1.3865, 1.4308], [-9.7862, 0.6599, 1.0795], [-9.8672, -0.6860, 1.3926], [-8.8193, -1.3132, 2.0578], [-7.6943, -0.5921, 2.4187], [-7.6088, 0.7601, 2.1100], [-4.3831, 3.1873, 3.0242], [-4.1682, 5.5662, 2.3516], [-5.9809, 6.6502, 1.0659], [-8.0204, 5.3636, 0.4802], [-10.5902, 1.1620, 0.5592], [-10.7475, -1.2512, 1.1156], [-8.8824, -2.3671, 2.2947], [-6.8720, -1.0640, 2.9387], [4.1344, -3.3637, 0.1362], [4.8554, -2.5365, 1.1896], [4.3473, -1.2258, 1.3650], [2.9834, -1.1514, 1.8120], [2.2219, -0.3272, 0.6698], [1.3512, -1.0701, -0.4124], [0.1011, -1.7235, 0.2198], [-1.1054, -0.7970, 0.1116], [-2.2101, -1.2326, 0.8767], [-2.1315, -0.8626, 2.2371], [2.4339, 1.3483, 0.7385], [1.6893, 2.2103, 1.7018], [3.3711, 1.9500, -0.0566], [3.9171, -2.7517, -0.7382], [3.1960, -3.7773, 0.5095], [4.7567, -4.2086, -0.1620], [4.8749, -3.0640, 2.1528], [5.8916, -2.3960, 0.8795], [2.9883, -0.6032, 2.7643], [2.5661, -2.1417, 2.0284], [1.9337, -1.8226, -0.9483], [1.0169, -0.3663, -1.1821], [0.2630, -2.0105, 1.2643], [-0.1574, -2.6389, -0.3130], [-1.4301, -0.7539, -0.9296], [-0.8304, 0.2321, 0.3918], [-1.1003, -0.8592, 2.6075], [-2.5700, 0.1271, 2.4053], [-2.6992, -1.5835, 2.8255], [0.6830, 2.1209, 1.6045], [1.8970, 1.9632, 2.6661], [3.8084, 2.6781, 0.4161]], "spin_multiplicity": 1, "fmax_ha_per_bohr": 0.017, "e_tot_ha": -2674.7162, "e_lumo_ev": -1.00, "orbital_gap_ev": 8.015, "total_charge": 0, "e_above_lowest_ev": 0.000, "smiles": "O=C1c2ccccc2C(=O)c2ccccc21.O=C1c2ccccc2C(=O)c2ccccc21.O=C1c2ccccc2C(=O)c2ccccc21.CCOCB(CCCOC)B(N)O", "homo_energy_ha": -0.33148}

No. 5
{"formula": "C8H19NO", "method": "ωB97M-V/def2-TZVPD", "species": ["C", "C", "C", "C", "N", "O", "H", "H", "H", "H", "H", "H", "H", "H", "H", "C", "C", "C", "C", "H", "H", "H", "H", "H", "H", "H", "H", "H", "H"], "coordinates": [[1.4860, 1.7016, -0.6280], [1.9012, 0.2403, -0.7770], [3.4227, 0.0997, -0.6758], [1.2976, -0.6095, 0.3395], [1.0749, -1.9154, -0.0011], [1.2563, -0.2501, 1.5067], [0.4337, 1.8354, -0.8631], [2.0668, 2.3297, -1.2995], [1.6552, 2.0219, 0.3973], [1.5659, -0.1451, -1.7460], [3.7605, 0.4675, 0.2902], [3.9097, 0.6756, -1.4601], [3.7282, -0.9406, -0.7743], [1.1580, -2.2360, -0.9489], [0.8560, -2.5648, 0.7373], [-2.3254, -1.4314, 0.0156], [-1.7614, -0.0449, 0.3057], [-2.5039, 1.0286, -0.4793], [-1.7309, 0.2450, 1.7920], [-3.3817, -1.4698, 0.2831], [-1.7910, -2.1864, 0.5903], [-2.2320, -1.6772, -1.0417], [-0.6825, -0.0507, -0.0331], [-2.0662, 2.0090, -0.3033], [-3.5459, 1.0707, -0.1716], [-2.4766, 0.8180, -1.5470], [-1.6374, 1.3101, 1.9899], [-2.6308, -0.1199, 2.2892], [-0.8072, -0.2116, 2.2128]], "spin_multiplicity": 1, "fmax_ha_per_bohr": 0.032, "e_tot_ha": -446.2292, "e_lumo_ev": 0.79, "orbital_gap_ev": 10.636, "total_charge": 0, "e_above_lowest_ev": 0.097, "smiles": "CC(C)C(N)=O.CC(C)C", "homo_energy_ha": -0.36203}

No. 6
{"formula": "C14H28FeN6O6Se", "method": "ωB97M-V/def2-TZVPD", "species": ["O", "H", "Fe", "N", "N", "N", "N", "O", "O", "O", "O", "C", "C", "C", "C", "C", "H", "H", "H", "C", "H", "H", "H", "C", "C", "H", "H", "H", "H", "H", "H", "H", "H", "C", "H", "H", "H", "O", "H", "H", "C", "N", "C", "C", "N", "C", "C", "Se", "H", "H", "H", "H", "H", "H", "H", "H"], "coordinates": [[2.2200, -1.4152, -3.4897], [2.8296, -1.1508, -4.1967], [0.6508, -0.3121, -0.4017], [0.0226, -1.6429, -1.5324], [-0.3262, 0.8814, -1.4232], [1.4522, -1.4535, 0.7975], [0.9981, 0.9925, 0.9015], [-0.0001, -2.9160, -1.3563], [1.5197, -2.8029, 0.7388], [0.6141, 2.3021, 0.9353], [-0.5616, 2.1589, -1.2649], [-0.7670, 0.2937, -2.5835], [-0.6014, -1.0993, -2.6331], [1.8940, -0.8609, 1.9441], [1.6291, 0.5440, 2.0103], [-0.9733, -2.0319, -3.7100], [-0.0806, -2.5418, -4.0965], [-1.4592, -1.5013, -4.5308], [-1.6750, -2.7905, -3.3348], [-1.2695, 1.1626, -3.6689], [-0.4743, 1.8358, -4.0217], [-2.1135, 1.7787, -3.3344], [-1.6039, 0.5522, -4.5142], [2.4291, -1.6707, 3.0678], [1.9363, 1.4227, 3.1710], [2.7591, -2.6469, 2.6972], [1.6543, -1.8224, 3.8372], [3.2684, -1.1428, 3.5383], [1.4179, 2.3775, 3.0767], [3.0146, 1.6145, 3.2129], [1.6601, 0.9492, 4.1191], [1.0225, -3.0364, -0.1468], [0.0954, 2.3639, 0.0036], [2.2109, 0.0113, -1.5157], [2.2486, -0.6588, -2.6828], [3.0944, -0.3302, -0.9539], [2.2590, 1.0814, -1.7719], [2.5363, -3.4991, -1.8567], [2.6021, -2.8128, -2.5899], [3.3781, -3.4380, -1.3697], [-1.3003, 0.3909, 3.7988], [-1.9218, 1.1572, 2.7335], [-2.5232, 2.3879, 2.9038], [-3.1235, 2.7022, 1.7310], [-2.9012, 1.6540, 0.8566], [-3.4968, 1.5512, -0.4537], [-2.1664, 0.6779, 1.4730], [-1.5339, -0.9025, 0.7320], [-0.4898, 0.9748, 4.2446], [-0.9091, -0.5364, 3.3702], [-2.0426, 0.1513, 4.5712], [-2.4667, 2.9144, 3.8517], [-3.6983, 3.5626, 1.4314], [-4.5610, 1.7765, -0.3710], [-3.0238, 2.2602, -1.1335], [-3.3530, 0.5331, -0.8108]], "spin_multiplicity": 6, "fmax_ha_per_bohr": 0.083, "s2": 8.88, "e_tot_ha": -4994.8002, "e_lumo_ev": [-3.83, -5.30], "orbital_gap_ev": [5.760, 6.030], "total_charge": 1, "homo_energy_ha": [-0.35238, -0.41626]}